(1)
Here is a molecular structure, C32H41InN6O5S2Se2 from OMol25. Energies are from the ωB97M-V functional and the def2-TZVPD basis.

Last column: Löwdin charge in e.
Positions of all 89 atoms, in Å:
H  -0.879  3.735  2.323  0.012
C  2.451  -6.112  3.621  -0.048
H  4.134  -3.319  0.521  0.107
H  1.070  -3.098  -4.641  0.119
H  3.456  -2.337  -1.494  0.058
C  -0.114  -1.989  2.424  -1.046
H  2.638  -5.765  -0.212  0.100
C  1.444  -3.817  3.852  -0.384
H  -4.245  2.668  1.208  0.058
H  -1.688  -2.785  -1.261  0.054
H  -0.964  0.260  -3.116  0.080
C  4.204  3.245  -2.433  -0.487
C  2.938  -7.164  2.853  -0.089
H  0.618  -3.333  -1.713  0.129
C  2.365  1.486  -1.699  -0.128
N  -0.963  -2.730  -4.421  -0.157
C  -0.803  -1.295  -4.665  -0.135
H  2.528  4.052  -1.962  0.072
H  -1.770  -0.901  -4.983  0.119
C  3.097  -1.520  1.060  -0.360
H  -5.317  1.139  -0.370  0.064
H  -2.099  -3.988  -3.213  0.121
H  2.996  2.338  1.127  0.091
Se  -2.030  1.604  1.722  0.881
H  4.072  -2.004  -3.133  0.095
H  2.405  -6.209  4.700  0.109
C  2.147  2.040  1.740  0.005
N  0.865  0.066  2.133  -0.020
C  1.144  2.238  -1.330  -0.552
Se  -3.184  1.609  -1.572  0.933
C  3.222  -0.308  1.791  -0.120
S  -0.298  -3.459  3.399  0.911
H  2.267  2.477  2.735  0.103
H  6.487  -0.488  2.738  0.099
C  5.414  -2.005  1.633  -0.073
H  0.174  -4.361  -3.797  0.119
H  -5.407  2.370  -2.547  0.018
H  -0.100  -1.153  -5.488  0.119
C  2.104  -4.817  1.633  -0.059
H  1.434  -4.084  4.907  0.072
C  2.053  0.549  1.888  -0.289
H  -4.162  2.146  -3.791  0.011
H  4.526  1.012  2.869  0.117
C  -3.940  1.622  1.220  -0.553
N  -0.321  -1.540  -2.252  -0.208
O  3.459  4.306  -2.250  0.146
C  2.999  -7.048  1.474  -0.097
N  2.369  0.117  -1.614  0.131
C  3.576  -0.282  -1.980  -0.300
O  5.350  3.271  -2.818  0.105
H  1.220  2.431  1.320  0.068
H  3.260  -8.079  3.335  0.100
H  -2.592  4.052  2.001  0.018
C  4.080  -1.677  -2.090  0.009
O  1.115  3.465  -1.473  0.073
H  1.976  -2.875  3.724  0.071
C  -2.014  -2.920  -3.421  -0.137
H  -1.455  3.826  0.635  0.018
N  4.322  0.793  -2.310  0.201
H  -4.134  -0.134  -0.011  0.052
C  2.022  -4.934  3.020  -0.284
S  -1.217  -1.882  1.055  0.626
H  -5.012  0.731  -3.132  0.017
H  0.698  -0.193  -3.487  0.111
C  2.588  -5.865  0.867  -0.083
H  -2.962  -2.589  -3.847  0.118
H  6.255  -2.689  1.603  0.106
In  0.407  -0.502  -0.217  0.704
H  -2.380  -1.316  -1.951  0.088
N  0.803  -1.162  2.741  -0.055
O  0.178  1.539  -0.868  -0.119
O  2.016  -1.864  0.405  -0.201
H  1.790  -3.893  1.158  0.088
H  -4.460  1.111  2.029  0.056
C  4.233  -2.362  1.021  -0.036
C  5.547  -0.771  2.281  -0.094
C  -4.281  0.941  -0.093  -0.551
C  -1.678  -2.133  -2.128  -0.176
C  0.650  -2.625  -2.542  -0.132
H  5.284  0.814  -2.615  0.178
H  1.637  -2.177  -2.573  0.078
C  0.289  -3.282  -3.901  -0.135
H  5.103  -1.738  -1.720  0.094
C  4.457  0.066  2.341  -0.029
C  -4.614  1.715  -2.900  -0.412
C  -0.317  -0.576  -3.380  -0.136
H  3.360  -7.874  0.873  0.098
C  -1.707  3.528  1.650  -0.387
C  3.579  1.927  -2.140  -0.061

Output
- Net charge: 0
- LUMO: -0.156 eV



(2)
Here is a single C4H12N2OS molecule from OMol25. Energies are from the ωB97M-V functional and the def2-TZVPD basis.

Last column: Löwdin charge in e.
Positions of all 20 atoms, in Å:
O  -1.215  2.641  0.918  -0.067
H  -0.398  -3.037  0.492  0.071
H  1.754  0.339  0.333  0.082
H  2.342  -1.148  0.714  0.056
H  -0.548  0.072  1.367  0.122
C  -1.639  1.913  -0.255  -0.312
H  -1.926  2.716  1.560  0.073
H  -2.656  1.517  -0.155  0.124
H  -1.706  2.656  -1.052  0.115
C  0.368  -1.253  -0.076  -0.470
H  -1.649  -0.709  0.255  0.121
S  2.654  -0.751  -1.647  0.729
H  0.110  -1.593  -1.066  0.111
N  -0.727  0.912  -0.612  -0.043
C  1.798  -0.675  -0.071  -0.545
C  -0.670  -0.221  0.315  -0.210
N  0.240  -2.359  0.877  0.036
H  0.176  1.219  -0.930  0.098
H  1.154  -2.775  1.020  0.064
H  2.540  0.536  -1.988  -0.154

Output
- Net charge: 0
- Structure (SMILES): N[C@H](CS)CNCO
- LUMO: 0.860 eV



Computed maximum force, in the same sequence as the records: 0.5; 1.4 eV/Å.
Computed relative energy (zero: lowest compared OMol25 entry of this formula, charge and spin), in the same sequence as the records: 0.0; 29.5 kcal/mol.